This record from the OMol25 dataset describes a structure of composition C25H27F2MoN3O3Si. The level of theory is ωB97M-V/def2-TZVPD.

The value obtained for the energy relative to the best compared isomer or geometry (same formula, charge and spin) is 1.327 eV. The calculation puts the energy at -1916.27909 Eh. As for the HOMO energy (alpha / beta): -7.76 / -7.87 eV. The frontier orbital gap (alpha / beta) is 6.89 / 6.70 eV. The expectation value of S² is 2.023. As for the spin multiplicity: 3. For the LUMO energy (alpha / beta), the calculation gives -0.9 / -1.2 eV.

Geometry as XYZ:
```
62
C25H27F2MoN3O3Si ωB97M-V/def2-TZVPD
Mo -0.23 -0.38 0.57
C -3.13 -0.30 -2.59
O -2.56 -1.29 -3.46
C -1.24 -1.58 -3.41
C -0.66 -1.96 -4.60
C 0.70 -2.29 -4.70
C 1.49 -2.23 -3.59
C 0.94 -1.83 -2.36
C 1.79 -1.84 -1.21
N 1.50 -1.33 -0.05
N 2.36 -1.72 0.99
C 1.67 -1.80 2.08
O 0.38 -1.51 2.12
C 2.31 -2.22 3.34
C 1.67 -1.96 4.55
C 2.28 -2.32 5.74
C 3.52 -2.95 5.73
C 4.15 -3.22 4.52
C 3.55 -2.85 3.33
C -0.44 -1.53 -2.24
O -0.98 -1.26 -1.07
H -4.08 -0.03 -3.06
H -2.49 0.58 -2.54
H -3.30 -0.68 -1.59
H -1.29 -1.99 -5.48
H 1.11 -2.59 -5.66
H 2.55 -2.47 -3.64
H 2.75 -2.35 -1.27
H 0.71 -1.47 4.55
H 1.79 -2.12 6.68
H 3.99 -3.24 6.66
H 5.11 -3.71 4.51
H 4.04 -3.04 2.38
F 0.01 2.39 2.04
C 0.46 1.10 2.09
F 1.85 1.16 1.99
H 0.25 0.74 3.11
C -0.87 3.52 -2.48
Si 0.18 2.47 -1.34
C 1.30 1.44 -2.42
C 1.27 3.61 -0.34
N -0.78 1.39 -0.34
C -2.05 1.53 0.17
C -2.53 0.57 1.08
C -3.81 0.57 1.62
C -4.69 1.57 1.25
C -4.25 2.55 0.36
C -2.98 2.54 -0.17
H -0.18 3.95 -3.22
H -1.36 4.35 -1.98
H -1.62 2.95 -3.03
H 1.92 2.11 -3.01
H 0.75 0.79 -3.11
H 1.97 0.82 -1.83
H 1.88 4.20 -1.03
H 1.94 3.05 0.32
H 0.69 4.29 0.28
H -1.91 -0.25 1.52
H -4.09 -0.20 2.32
H -5.69 1.59 1.65
H -4.93 3.34 0.07
H -2.69 3.32 -0.85
```